Computed, not measured: a single C7H10N2 molecule, with ωB97M-V/def2-TZVPD.

Each line ends with the Mulliken charge.
CARTESIAN COORDINATES (ANGSTROEM)
C  -1.981  1.960  -1.590  -0.1891
C  -1.012  1.376  -1.166  -1.0337
C  1.448  -1.576  0.034  -0.3699
C  -0.142  0.398  -0.925  0.3295
C  0.279  -2.113  0.364  -0.0295
C  -0.979  -1.540  1.024  -1.0078
C  0.912  1.882  0.558  -0.8615
N  1.734  -0.240  0.266  -1.3149
N  0.789  0.606  -0.075  1.0275
H  -2.726  2.525  -1.997  0.5237
H  2.231  -2.151  -0.519  0.2954
H  0.026  -0.600  -1.528  0.4744
H  0.289  -3.183  0.008  0.2449
H  -1.583  -2.254  1.497  0.3949
H  -1.539  -0.870  0.437  0.2614
H  -0.623  -0.867  1.810  0.2912
H  1.993  2.130  0.761  0.3039
H  0.698  2.444  -0.323  0.3702
H  0.185  2.074  1.365  0.2893

Charge   0
F_max   0.091 hartree/bohr
ΔE to the lowest compared entry with this formula, charge and spin   613.98 kJ/mol
Frontier orbital gap (alpha / beta)   7.5 / 7.5 eV